(1)
Entry from OMol25: C33H35CaCl2N4O2SbSe4 as an isolated structure (ωB97M-V with the def2-TZVPD basis set).

```
82
C33H35CaCl2N4O2SbSe4, DFT ωB97M-V with the def2-TZVPD basis set
Ca 0.2750 -0.6543 0.9119
C -3.3273 -0.1860 -1.8535
C -3.3866 1.1127 -2.3260
C -2.3229 1.9685 -2.1003
C -1.2101 1.5072 -1.3925
N -1.1752 0.2546 -0.9095
C -2.1978 -0.5655 -1.1453
C -0.0893 2.4124 -1.0861
C -0.3458 3.6994 -0.6149
C 0.5900 4.4381 0.0639
C 1.8085 3.7920 0.3577
C 2.0848 2.5628 -0.1302
N 1.2061 1.9020 -0.9974
H -4.1121 -0.9054 -2.0394
H -4.2452 1.4555 -2.8918
H -2.3259 2.9748 -2.4981
H -2.0949 -1.5716 -0.7463
H -1.3575 4.0700 -0.7231
H 0.3620 5.4187 0.4547
H 2.5484 4.2549 0.9974
H 2.9991 2.0228 0.0642
C 3.7276 -0.0804 3.7641
C 2.5331 0.4774 3.0208
O 2.3186 0.0351 1.8955
C 1.6825 1.4989 3.6224
C 2.0049 2.0310 4.8817
C 1.2887 3.0564 5.4541
C 0.2039 3.5902 4.7372
C -0.1488 3.0998 3.5089
C 0.5514 2.0083 2.8951
O 0.1595 1.5565 1.7752
H 4.1492 -0.8725 3.1500
H 3.4220 -0.4963 4.7254
H 4.4689 0.6999 3.9529
H 2.8515 1.6168 5.4156
H 1.5544 3.4450 6.4289
H -0.3685 4.4062 5.1688
H -0.9871 3.5054 2.9548
C -0.5186 -2.4556 4.1239
C -1.5173 -1.4324 3.7301
N -1.4650 -0.6335 2.6867
C -2.6095 0.1287 2.7108
C -3.3774 -0.2188 3.7754
N -2.6644 -1.2108 4.4207
H 0.5003 -2.1251 3.9254
H -0.6330 -3.3667 3.5321
H -0.5982 -2.6897 5.1877
H -2.7900 0.8852 1.9644
H -4.3264 0.1393 4.1316
H -2.9338 -1.7071 5.2498
Se 1.9354 -6.1935 -0.7057
Sb 1.8302 -4.2543 0.7862
Se 2.3060 -4.6756 3.1596
Se 3.0904 -2.2963 -0.0511
Se -0.5481 -3.3859 0.6343
C 0.7679 1.8111 -3.8582
C 1.3340 0.5682 -3.1508
C 2.7485 0.3374 -3.7443
C 1.6237 0.8244 -1.6714
C 0.5460 -0.6982 -3.4922
C 0.7584 -1.8402 -2.7350
C 0.2690 -3.0756 -3.1317
C -0.4644 -3.1708 -4.3051
C -0.7430 -2.0279 -5.0450
C -0.2354 -0.7972 -4.6443
H 1.2370 2.7213 -3.4807
H -0.3105 1.9123 -3.7681
H 1.0028 1.7420 -4.9221
H 3.3711 1.2258 -3.6044
H 2.6670 0.1179 -4.8112
H 3.2288 -0.5129 -3.2571
H 2.5548 0.4245 -1.2850
H 1.3778 -1.8110 -1.8424
H 0.4771 -3.9561 -2.5310
H -0.8141 -4.1426 -4.6373
H -1.3360 -2.0895 -5.9515
H -0.4393 0.0746 -5.2545
Cl -4.9796 -3.3007 -3.7390
C -3.6315 -4.4457 -3.4614
Cl -2.8063 -4.2008 -1.9365
H -2.9221 -4.2972 -4.2649
H -4.0578 -5.4422 -3.4836
```

## Properties
**ΔE to the lowest compared entry with this formula, charge and spin**: 41.6 kJ/mol
**Kohn-Sham gap**: 4.7 eV
**Net charge**: -2
**Largest force on an atom**: 0.0173 hartree/bohr
**HOMO energy**: -1.0 eV
**LUMO energy**: 3.77 eV



(2)
Entry from OMol25: a 2-piece molecular cluster, C4H13BNO6P overall (ωB97M-V with the def2-TZVPD basis set).

```
26
C4H13BNO6P, DFT ωB97M-V with the def2-TZVPD basis set
O 0.1215 0.5510 5.3672
N -0.6266 0.4929 4.4878
O 0.0521 0.7160 3.2256
C -0.2466 -0.3700 2.3249
B 1.0232 -0.8504 1.5579
P 2.4885 0.3723 1.3538
O 3.3116 0.4031 2.5764
O 1.8858 1.8055 0.9535
O 3.2687 0.0096 -0.0018
H -0.9282 -0.0058 1.5386
H -0.7469 -1.1788 2.8652
H 1.1036 -1.9537 1.1201
H 2.0338 2.4136 1.6893
H 3.2990 -0.9392 -0.1620
C -0.5358 0.0321 -3.4392
C -1.0795 -0.5206 -2.1328
C -2.5765 -0.2952 -2.0022
O -0.3877 0.0562 -1.0224
H -0.7045 1.1112 -3.4912
H 0.5372 -0.1436 -3.5126
H -1.0259 -0.4311 -4.2964
H -0.8650 -1.5894 -2.0711
H -2.7993 0.7754 -2.0171
H -2.9465 -0.7031 -1.0614
H -3.1186 -0.7668 -2.8226
H -0.5375 1.0087 -1.0276
```

## Properties
**ΔE to the lowest compared entry with this formula, charge and spin**: 0.0 kJ/mol
**Kohn-Sham gap**: 9.8 eV
**SMILES string**: O=NOCBP(=O)(O)O.CC(C)O
**Largest force on an atom**: 0.0117 hartree/bohr
**HOMO energy**: -10.2 eV
**LUMO energy**: -0.32 eV



(3)
Entry from OMol25: a 2-piece molecular cluster, C5H15NO overall at a distorted geometry (ωB97M-V with the def2-TZVPD basis set).

```
22
C5H15NO, DFT ωB97M-V with the def2-TZVPD basis set
C -1.9273 1.1543 -1.3932
C -1.4315 -0.2200 -0.9555
N -0.2303 -0.1953 -0.1388
C -0.1148 -0.3922 2.2747
C 0.0148 0.5403 1.0424
C 1.4865 1.0504 0.9603
H -3.0000 1.2084 -1.4956
H -1.6574 1.9080 -0.6486
H -1.4081 1.4317 -2.3048
H -1.1897 -0.8280 -1.8106
H -2.1385 -0.7569 -0.3193
H 0.4198 -0.9620 -0.2980
H -1.0931 -0.2860 2.7362
H 0.6224 -0.1344 3.0298
H 0.0376 -1.4271 1.9834
H -0.6474 1.3983 1.1109
H 1.7386 1.5138 1.8860
H 1.6540 1.7629 0.1529
H 2.1653 0.2063 0.8067
H 2.2332 -3.0066 -1.8079
H 1.8576 -1.7169 -2.5383
O 2.6083 -2.2488 -2.2727
```

## Properties
**Multiplicity**: 2
**ΔE to the lowest compared entry with this formula, charge and spin**: 34.0 kJ/mol
**Kohn-Sham gap (alpha / beta)**: 11.7 / 7.6 eV
**Net charge**: +1
**Largest force on an atom**: 0.0298 hartree/bohr
**HOMO energy (alpha / beta)**: -14.9 / -14.9 eV
**LUMO energy (alpha / beta)**: -3.28 / -7.32 eV



(4)
Entry from OMol25: C6H10 as an isolated structure at a distorted geometry (ωB97M-V with the def2-TZVPD basis set).

```
16
C6H10, DFT ωB97M-V with the def2-TZVPD basis set
C -0.1228 1.7653 1.0042
C 0.8114 0.7595 0.3430
C 0.1116 -0.4011 -0.3667
C 1.0312 -1.2797 -1.2055
C -1.0824 -0.9468 0.1461
C -2.3115 -1.1578 0.1838
H -0.7368 2.2816 0.2583
H -0.7984 1.2708 1.7092
H 0.4492 2.5203 1.5527
H 1.4567 1.2725 -0.3846
H 1.5047 0.3582 1.1043
H -1.2150 -0.1830 -0.8746
H 1.7375 -1.8495 -0.5789
H 0.4592 -2.0037 -1.7898
H 1.6379 -0.6750 -1.8914
H -2.9810 -1.7271 0.7811
```

## Properties
**ΔE to the lowest compared entry with this formula, charge and spin**: 448.7 kJ/mol
**Kohn-Sham gap**: 8.6 eV
**Largest force on an atom**: 0.0623 hartree/bohr
**HOMO energy**: -7.8 eV
**LUMO energy**: 0.84 eV



Question: What is the largest force on an atom in the second record?
Answer: 0.0117 hartree/bohr



Question: Among the records above, which one has the lowest largest force on an atom?
Answer: C4H13BNO6P



Question: What is the ΔE to the lowest compared entry with this formula, charge and spin in the fourth record?
Answer: 448.7 kJ/mol



Question: Number 4 is which compound?
Answer: C6H10